Entry 1:
Here is 3 unconnected molecules or ions with the total composition C19H24BrFN2O11 from the OMol25 dataset. Energies are from wB97M-V/def2-TZVPD.

## Properties
E, eV: -118350.2676
Energy relative to the best compared isomer or geometry (same formula, charge and spin), kcal/mol: 0.00
HOMO level, eV: -9.5

```
58
Properties=species:S:1:pos:R:3:nbo_charge:R:1
C 3.990 -1.511 1.200 -0.611
C 3.975 -2.688 0.186 -0.420
C 3.826 -2.187 -1.240 -0.059
O 2.448 -1.884 -1.484 -0.566
C 2.253 -0.595 -2.012 -0.118
C 0.837 -0.147 -1.831 0.089
C 0.595 1.233 -1.632 0.141
C 1.771 2.214 -1.642 0.712
O 2.455 2.145 -2.668 -0.692
O 1.860 2.905 -0.612 -0.700
N -0.615 1.740 -1.432 -0.135
N -1.569 0.894 -1.468 0.300
F -2.798 1.452 -1.307 -0.152
C -1.544 -0.421 -1.647 0.163
C -2.812 -1.211 -1.657 -0.560
C -3.404 -1.255 -0.252 0.522
O -2.833 -1.772 0.632 -0.496
Br -5.125 -0.443 0.025 0.030
C -0.267 -0.992 -1.849 0.314
O -0.226 -2.309 -2.140 -0.512
C -0.155 -3.229 -1.020 -0.058
C 0.552 -4.478 -1.469 -0.626
H 3.686 -0.602 0.687 0.203
H 4.973 -1.376 1.633 0.216
H 3.260 -1.673 1.986 0.209
H 3.117 -3.303 0.434 0.204
H 4.884 -3.276 0.269 0.210
H 4.450 -1.307 -1.378 0.183
H 4.117 -2.961 -1.949 0.181
H 2.510 -0.526 -3.072 0.224
H 2.882 0.117 -1.485 0.223
H -3.523 -0.821 -2.377 0.271
H -2.582 -2.236 -1.917 0.286
H -1.171 -3.520 -0.759 0.170
H 0.320 -2.774 -0.158 0.202
H 1.620 -4.333 -1.568 0.226
H 0.389 -5.278 -0.753 0.220
H 0.177 -4.799 -2.436 0.220
C 1.005 6.000 -0.783 -0.113
C 2.441 6.465 -0.742 -0.096
O 2.305 7.837 -0.339 -0.497
C 1.127 7.972 0.315 0.967
O 0.796 8.944 0.914 -0.584
O 0.381 6.850 0.192 -0.494
H 0.897 4.954 -0.517 0.243
H 0.536 6.179 -1.753 0.172
H 3.028 5.931 0.005 0.192
H 2.942 6.397 -1.703 0.203
C -3.846 -1.905 4.066 -0.103
C -5.251 -2.131 3.548 -0.102
O -6.054 -1.620 4.615 -0.492
C -5.313 -0.725 5.317 0.965
O -5.740 -0.005 6.156 -0.561
O -4.017 -0.770 4.920 -0.490
H -3.129 -1.686 3.281 0.209
H -3.483 -2.744 4.663 0.183
H -5.469 -1.559 2.641 0.185
H -5.479 -3.179 3.370 0.200
```

---

Entry 2:
Here is a single C19H24BrNO2 molecule from the OMol25 dataset. Energies are from wB97M-V/def2-TZVPD.

## Properties
Structure (SMILES): CCOCCCNCc1cc(Br)ccc1OCc1ccccc1
E, eV: -95719.6086
Energy relative to the best compared isomer or geometry (same formula, charge and spin), kcal/mol: 3.16
HOMO level, eV: -8.4

```
47
Properties=species:S:1:pos:R:3:nbo_charge:R:1
C 4.452 2.897 -2.027 -0.641
C 3.453 1.805 -1.655 -0.056
O 3.550 1.361 -0.320 -0.561
C 3.123 2.295 0.649 -0.059
C 3.022 1.620 2.016 -0.425
C 1.939 0.545 2.059 -0.217
N 2.414 -0.680 1.436 -0.623
C 1.353 -1.584 1.034 -0.246
C 0.499 -1.028 -0.085 -0.087
C 1.059 -0.866 -1.340 -0.220
C 0.333 -0.272 -2.357 -0.097
Br 1.129 -0.054 -4.077 0.034
C -0.959 0.165 -2.144 -0.217
C -1.532 0.002 -0.895 -0.306
C -0.816 -0.587 0.142 0.371
O -1.302 -0.775 1.400 -0.514
C -2.631 -0.399 1.687 -0.101
C -3.674 -1.205 0.949 0.031
C -3.405 -2.509 0.556 -0.240
C -4.365 -3.247 -0.114 -0.196
C -5.602 -2.692 -0.388 -0.219
C -5.878 -1.394 0.008 -0.190
C -4.917 -0.652 0.671 -0.254
H 4.416 3.064 -3.099 0.217
H 4.221 3.832 -1.522 0.203
H 5.458 2.588 -1.751 0.212
H 3.647 0.915 -2.260 0.189
H 2.429 2.154 -1.859 0.165
H 2.141 2.702 0.358 0.161
H 3.834 3.132 0.711 0.168
H 3.980 1.162 2.260 0.217
H 2.803 2.392 2.755 0.213
H 1.685 0.310 3.100 0.189
H 1.028 0.938 1.576 0.161
H 2.975 -0.426 0.627 0.378
H 0.730 -1.792 1.906 0.213
H 1.824 -2.515 0.705 0.205
H 2.069 -1.203 -1.517 0.226
H -1.522 0.627 -2.941 0.228
H -2.547 0.336 -0.747 0.226
H -2.778 0.675 1.507 0.181
H -2.728 -0.577 2.765 0.211
H -2.439 -2.941 0.774 0.222
H -4.144 -4.259 -0.420 0.215
H -6.351 -3.268 -0.910 0.215
H -6.842 -0.956 -0.203 0.213
H -5.132 0.363 0.975 0.210
```

---

Entry 3:
Here is a molecular structure, C19H24Cl2F6N5PPt from the OMol25 dataset. Energies are from wB97M-V/def2-TZVPD.

## Properties
2S+1: 2
E, eV: -81427.0994
Energy relative to the best compared isomer or geometry (same formula, charge and spin), kcal/mol: 0.00
HOMO level (spin up / spin down), eV: -11.8 / -12.2
Total charge: +1
<S²>: 0.788

```
58
Properties=species:S:1:pos:R:3:nbo_charge:R:1
Pt -0.991 -0.171 0.604 0.962
Cl -4.078 -0.434 4.803 0.044
C -3.585 -0.645 3.145 -0.369
Cl -2.391 0.648 2.709 0.001
H -4.417 -0.520 2.467 0.258
H -3.079 -1.592 3.008 0.241
F -4.013 -0.403 0.238 -0.581
P -3.795 -1.848 -0.434 2.643
F -4.428 -2.527 0.855 -0.561
F -2.918 -1.130 -1.568 -0.578
F -2.177 -1.847 0.591 -0.629
F -3.273 -3.259 -0.929 -0.556
F -5.112 -1.834 -1.254 -0.545
C 0.143 3.195 -3.392 -0.166
C 1.188 3.412 -2.502 -0.202
C 1.124 2.903 -1.218 -0.228
C 0.000 2.168 -0.821 0.160
C -1.045 1.935 -1.722 -0.239
C -0.968 2.458 -3.000 -0.181
N -0.053 1.579 0.454 -0.426
C 0.449 2.242 1.546 0.184
C 0.868 1.497 2.668 -0.207
C 1.354 2.142 3.782 -0.201
C 1.411 3.534 3.816 -0.138
C 0.976 4.281 2.725 -0.190
C 0.498 3.652 1.595 -0.217
H 0.198 3.595 -4.395 0.236
H 2.062 3.969 -2.813 0.237
H 1.954 3.030 -0.536 0.233
H -1.922 1.375 -1.418 0.244
H -1.782 2.290 -3.692 0.239
H 0.818 0.415 2.636 0.223
H 1.685 1.564 4.633 0.237
H 1.781 4.036 4.698 0.236
H 0.994 5.361 2.767 0.238
H 0.114 4.234 0.769 0.239
C 1.693 -0.569 -0.758 -0.072
N 0.441 -1.309 -0.340 -0.439
C -0.086 -2.019 -1.590 -0.082
N 0.912 -2.887 -2.146 -0.442
C 2.098 -2.112 -2.501 -0.081
N 2.669 -1.459 -1.322 -0.448
C 3.016 -2.485 -0.336 -0.081
N 1.841 -3.267 0.049 -0.444
C 0.863 -2.397 0.639 -0.082
C 1.278 -3.894 -1.150 -0.083
H 2.092 -0.084 0.136 0.206
H 1.394 0.181 -1.488 0.217
H -0.375 -1.237 -2.292 0.220
H -0.960 -2.587 -1.293 0.243
H 1.830 -1.355 -3.240 0.209
H 2.845 -2.776 -2.935 0.219
H 3.442 -2.010 0.549 0.206
H 3.762 -3.152 -0.767 0.220
H 1.271 -1.897 1.519 0.207
H -0.037 -2.950 0.906 0.233
H 0.397 -4.475 -0.878 0.217
H 2.023 -4.565 -1.578 0.218
```

---

Entry 4:
Here is a single C19H24N2O2S2 molecule from the OMol25 dataset. Energies are from wB97M-V/def2-TZVPD.

## Properties
Structure (SMILES): CCc1c(Sc2ccccc2)n(COC2CCCCC2)c(=S)[nH]c1=O
E, eV: -48835.4962
Energy relative to the best compared isomer or geometry (same formula, charge and spin), kcal/mol: 32.68
HOMO level, eV: -8.8

```
49
Properties=species:S:1:pos:R:3:nbo_charge:R:1
C -0.401 2.076 3.170 -0.606
C 0.120 0.627 3.093 -0.403
C 0.744 0.117 1.679 -0.149
C -0.009 -0.686 0.846 0.127
S -1.725 -1.065 1.277 0.264
C -1.456 -2.685 2.115 -0.121
C -0.239 -2.980 2.703 -0.251
C -0.233 -4.245 3.405 -0.175
C -1.221 -5.202 3.318 -0.221
C -2.359 -4.934 2.530 -0.186
C -2.477 -3.661 2.024 -0.249
N 0.475 -1.071 -0.397 -0.477
C -0.406 -1.816 -1.259 0.084
O -1.230 -0.812 -1.860 -0.553
C -0.562 0.114 -2.742 0.091
C -0.866 1.526 -2.169 -0.421
C -2.389 1.855 -2.272 -0.407
C -2.973 1.563 -3.576 -0.412
C -2.483 0.439 -4.372 -0.382
C -0.986 0.127 -4.305 -0.430
C 1.919 -1.063 -0.577 0.267
S 2.564 -1.618 -1.972 -0.133
N 2.663 -0.237 0.232 -0.594
C 2.059 0.422 1.236 0.601
O 2.683 1.168 2.005 -0.597
H 0.379 2.814 3.083 0.220
H -1.197 2.191 2.418 0.205
H -0.987 2.309 4.101 0.213
H -0.755 0.111 3.446 0.226
H 0.780 0.358 3.875 0.219
H 0.525 -2.254 2.844 0.232
H 0.592 -4.573 3.939 0.209
H -1.046 -6.177 3.556 0.212
H -3.186 -5.636 2.324 0.226
H -3.396 -3.140 1.683 0.221
H 0.182 -2.402 -2.011 0.225
H -0.994 -2.553 -0.669 0.216
H 0.564 0.080 -2.653 0.198
H -0.771 1.474 -1.050 0.208
H -0.088 2.212 -2.573 0.211
H -2.882 1.244 -1.535 0.204
H -2.675 2.893 -2.012 0.213
H -4.066 1.468 -3.644 0.212
H -2.719 2.397 -4.221 0.183
H -2.798 0.626 -5.481 0.199
H -3.111 -0.431 -4.105 0.196
H -0.518 0.910 -4.927 0.214
H -0.778 -0.849 -4.701 0.215
H 3.553 0.153 -0.085 0.454
```

---

Entry 5:
Here is a molecular structure, C19H24N2O9RuSSi from the OMol25 dataset. Energies are from wB97M-V/def2-TZVPD.

## Properties
2S+1: 2
E, eV: -62794.2390
Energy relative to the best compared isomer or geometry (same formula, charge and spin), kcal/mol: 63.24
HOMO level (spin up / spin down), eV: -5.4 / -4.8
Total charge: -1
<S²>: 0.949

```
57
Properties=species:S:1:pos:R:3:nbo_charge:R:1
Ru -0.500 -0.008 0.120 0.879
O -1.377 1.488 1.530 -0.618
C -1.912 1.189 2.644 0.426
C -2.100 -0.072 3.242 -0.341
C -2.737 -0.135 4.498 -0.055
C -2.898 -1.337 5.172 -0.088
C -2.402 -2.529 4.624 -0.125
C -1.791 -2.501 3.389 -0.308
C -1.633 -1.308 2.655 0.533
O -1.082 -1.368 1.486 -0.679
N -3.558 -1.356 6.417 0.519
O -3.696 -2.440 7.004 -0.413
O -3.972 -0.283 6.878 -0.417
H -2.249 2.046 3.244 0.136
H -3.104 0.777 4.941 0.237
H -2.511 -3.450 5.175 0.242
H -1.406 -3.406 2.944 0.233
O 1.636 2.361 -1.932 -1.005
S 0.814 1.173 -2.045 2.574
O 0.490 0.793 -3.402 -1.004
O 1.429 0.049 -1.284 -0.955
O -0.520 1.430 -1.319 -0.951
C 3.450 2.311 3.353 -0.402
N 2.974 1.112 2.703 -0.434
C 3.411 -0.191 3.163 -0.405
C 1.972 1.107 1.793 0.712
C 1.561 2.387 1.148 -0.768
O 1.458 0.020 1.516 -0.667
H 4.083 2.040 4.195 0.203
H 2.614 2.902 3.733 0.198
H 4.033 2.934 2.669 0.201
H 4.334 -0.103 3.732 0.188
H 3.573 -0.823 2.290 0.228
H 2.637 -0.669 3.769 0.199
H 2.173 3.236 1.425 0.207
H 0.514 2.586 1.385 0.259
H 1.619 2.253 0.058 0.315
C -2.376 -0.675 -2.824 -1.126
Si -0.872 -1.374 -1.831 1.484
C -1.503 -2.985 -0.918 -1.112
C 0.454 -2.050 -3.022 -0.363
C 0.277 -2.025 -4.402 -0.203
C 1.260 -2.493 -5.253 -0.230
C 2.445 -2.994 -4.743 -0.230
C 2.640 -3.012 -3.373 -0.218
C 1.653 -2.552 -2.522 -0.219
H -2.855 -1.464 -3.398 0.216
H -2.019 0.095 -3.502 0.258
H -3.123 -0.232 -2.169 0.229
H -1.838 -3.681 -1.678 0.208
H -2.332 -2.788 -0.245 0.220
H -0.713 -3.460 -0.347 0.225
H -0.628 -1.612 -4.815 0.204
H 1.112 -2.461 -6.324 0.196
H 3.216 -3.361 -5.410 0.196
H 3.574 -3.381 -2.972 0.195
H 1.821 -2.541 -1.456 0.213
```